Computed, not measured: C2H2N2O2 in the gas phase, with the ωB97M-V functional and the def2-TZVPD basis.

Highest occupied orbital energy, eV: -10.3
Kohn-Sham gap, eV: 10.5854
SMILES: Nn1c(=O)c1=O
Relative energy (zero: lowest compared OMol25 entry of this formula, charge and spin), eV: 3.1399
Electronic energy, eV: -9178.6465

```
8
C2H2N2O2 | the Open Molecules 2025 dataset | the ωB97M-V functional and the def2-TZVPD basis
N 1.488 0.022 0.275
N 0.088 0.098 0.066
C -1.045 0.860 -0.033
O -1.486 1.965 -0.152
C -1.137 -0.605 -0.118
O -1.519 -1.711 -0.066
H 1.877 0.286 -0.617
H 1.734 -0.914 0.644
```